{
  "formula": "C5H11NO2",
  "method": "ωB97M-V/def2-TZVPD",
  "species": ["C", "C", "C", "C", "C", "H", "H", "H", "H", "H", "H", "H", "H", "H", "H", "H", "N", "O", "O"],
  "xyz": [[0.4226, 1.9015, -0.4172], [0.6207, 0.4869, 0.3118], [0.7535, -0.4118, -0.7697], [-0.6417, -0.4104, 0.0603], [-2.1000, -0.0222, -0.1460], [0.1214, 2.5421, 0.2512], [1.5149, 2.2449, -0.2108], [-0.2303, 1.7606, -1.4816], [0.4081, 0.2426, 2.4311], [0.7869, 0.0682, -1.8338], [0.7398, -2.1943, -0.1414], [2.2563, -1.8937, -0.1283], [-2.7697, -0.9027, -0.6098], [-2.5291, -0.0411, 1.0621], [-2.2452, 1.0354, -0.6769], [0.5123, -1.4842, 0.9692], [1.4746, -1.8019, -0.8585], [1.5146, 0.4495, 1.2917], [-0.6096, -1.5695, 0.8964]],
  "lowdin_charge": [0.001, -0.674, -0.223, -0.433, -0.040, -0.012, 0.123, 0.161, 0.378, 0.146, 0.060, 0.088, 0.112, 0.142, 0.101, 0.153, 0.033, -0.018, -0.099],
  "e_above_lowest_kcal_mol": 240.0,
  "energy_ev": -10938.85993,
  "orbital_gap_ev": 7.44,
  "homo_ev": -8.9,
  "spin_multiplicity": 1,
  "total_charge": 0
}